[1]
# C27H42N6O10

A 6-piece molecular cluster, C27H42N6O10 overall (ωB97M-V/def2-TZVPD, OMol25).

E_HOMO ... -8.265 eV
Gap between HOMO and LUMO ... 0.13305 hartree
Energy relative to the best compared isomer or geometry (same formula, charge and spin) ... 0.033 eV

The geometry in ORCA input format:
```
! RIJCOSX wB97M-V def2-TZVPD def2/J DEFGRID3
* xyz 0 1
O -7.10 -3.25 -2.08
O 2.24 -4.65 0.29
O 4.58 1.75 5.73
O -2.08 0.70 1.40
O -1.88 -1.08 0.11
O 5.22 3.36 4.41
O -8.52 3.09 -1.06
O -7.59 2.36 0.88
O 1.35 -1.70 -1.92
O -0.52 -0.64 1.70
N -1.57 -0.35 1.06
N -6.30 -2.15 -0.35
N 3.11 -3.29 1.99
N -7.64 2.60 -0.39
N 2.37 -0.86 -1.95
N 4.34 2.62 4.81
C 2.11 -3.70 1.13
C 0.71 0.91 -1.34
C -6.39 2.57 -1.22
C 4.51 -0.12 -3.10
C -6.30 -3.15 -1.17
C 3.17 1.47 -1.63
C 2.41 0.02 0.35
C 2.82 3.60 2.97
C -3.82 1.92 -1.25
C -3.81 2.53 -2.44
C -5.05 -1.63 0.30
C -6.39 2.88 -2.61
C -7.45 -1.16 -0.26
C 3.13 2.63 4.08
C 3.37 -2.16 -3.76
C 4.55 0.96 -2.07
C 4.42 -2.21 -1.61
C -5.24 1.86 -0.51
C 1.43 3.72 2.32
C 0.68 1.67 3.67
C 2.72 -2.31 2.97
C 4.35 -3.93 2.07
C 0.38 2.78 2.75
C 3.61 -1.37 -2.52
C 2.17 0.39 -1.07
C 2.03 1.52 4.23
C -4.95 3.00 -3.32
H -5.48 -3.86 -1.06
H -4.62 -0.87 -0.30
H 1.65 -1.81 2.88
H 3.25 -1.53 2.89
H -7.23 -0.53 -1.17
H 3.38 -0.11 0.38
H -0.60 3.18 2.29
H 4.16 0.27 -4.24
H 3.63 4.41 2.87
H 5.06 0.77 -1.06
H 2.19 0.56 1.15
H 1.23 -3.05 1.21
H 2.23 0.81 4.95
H -5.34 1.49 0.58
H 3.05 2.33 -0.92
H 4.35 -2.36 -4.09
H -0.09 0.12 -1.33
H 1.78 -0.77 0.51
H 2.94 -1.76 -4.57
H 4.21 -4.49 3.09
H 5.29 -2.56 -2.03
H -8.37 -1.81 -0.37
H -4.94 3.39 -4.25
H 0.59 1.38 -2.42
H 5.37 -0.34 -3.18
H -5.26 -1.31 1.28
H -2.75 1.62 -0.80
H 2.66 -2.49 4.08
H 3.83 -2.92 -1.12
H -0.15 1.03 3.73
H 0.56 1.68 -0.61
H 4.43 -4.79 1.30
H 1.30 4.57 1.60
H -7.15 3.35 -3.18
H 2.76 -3.11 -3.86
H 4.76 -1.65 -0.84
H -7.58 -0.56 0.64
H -4.35 -2.53 0.16
H 5.04 1.95 -2.41
H 5.14 -3.22 2.26
H -2.96 2.49 -3.11
H 2.88 1.82 -2.58
*
```

=====

[2]
# C27H43AuBN2P2

C27H43AuBN2P2 as an isolated structure (ωB97M-V/def2-TZVPD, OMol25).

E_HOMO ... -3.961 eV
Gap between HOMO and LUMO ... 0.24267 hartree
Energy relative to the best compared isomer or geometry (same formula, charge and spin) ... 0.231 eV

The geometry in ORCA input format:
```
! RIJCOSX wB97M-V def2-TZVPD def2/J DEFGRID3
* xyz -1 1
Au 2.23 -0.59 0.54
P 0.96 -2.49 0.51
P -0.71 1.39 -1.14
N 0.02 0.19 1.46
N 3.72 0.89 0.58
C 4.69 1.26 1.08
C 3.15 -3.76 1.78
C 0.78 -3.38 -1.10
C -0.56 3.52 2.96
C 1.06 -5.13 1.63
C -0.19 -2.62 -2.01
C -2.83 0.88 -2.84
C 0.97 3.64 -2.07
C -3.05 -2.72 1.29
C -4.13 -3.76 1.25
C 1.62 -3.71 1.74
C 0.72 2.13 -2.08
C -0.90 4.29 1.85
C -1.73 -3.01 0.99
C -0.34 1.53 1.59
C -0.96 -0.72 1.43
C 2.14 -3.53 -1.78
C 0.73 1.58 -3.51
C -0.95 3.65 0.61
C -0.67 2.30 0.46
C -0.28 2.17 2.83
C -1.19 5.76 1.97
C -2.39 3.33 -2.64
C -2.31 1.99 -1.92
C -3.31 -1.39 1.65
C -0.70 -2.08 1.04
C -2.33 -0.43 1.71
B 6.02 1.82 1.73
H -0.51 3.99 3.94
H -1.75 3.35 -3.52
H -3.89 -4.56 0.54
H -0.20 -3.09 -3.00
H -0.45 6.36 1.43
H 6.90 1.00 1.54
H 3.56 -4.16 0.86
H -1.17 6.08 3.02
H 1.89 3.86 -2.62
H 1.35 -5.72 2.50
H -0.01 1.58 3.70
H -2.17 6.02 1.57
H 0.17 4.20 -2.54
H -1.20 -2.60 -1.61
H -0.03 -5.15 1.57
H 1.56 1.67 -1.55
H -2.89 -0.07 -2.31
H 1.10 4.01 -1.05
H 6.26 2.87 1.16
H -2.11 4.17 -2.00
H -0.05 2.04 -4.12
H 2.56 -2.55 -2.00
H -3.42 3.51 -2.99
H 1.27 -3.28 2.68
H -3.82 1.13 -3.23
H -4.30 -4.23 2.22
H 0.12 -1.58 -2.13
H 3.57 -2.76 1.93
H 5.81 1.99 2.91
H 0.38 -4.38 -0.89
H 1.69 1.79 -3.99
H -4.34 -1.10 1.87
H 2.86 -4.06 -1.16
H 1.46 -5.64 0.75
H 3.48 -4.40 2.60
H -2.98 2.03 -1.04
H 0.57 0.50 -3.52
H -2.17 0.74 -3.69
H -2.60 0.59 1.98
H -1.20 4.25 -0.25
H 2.02 -4.08 -2.72
H -1.51 -4.02 0.64
H -5.09 -3.33 0.93
*
```

=====

[3]
# C27H43Br2F12I2N2O9P3S2

A 3-piece molecular cluster, C27H43Br2F12I2N2O9P3S2 overall (ωB97M-V/def2-TZVPD, OMol25).

SMILES string ... [H]/N=C(/C)C[C@](O[C@](CSCC)([PH2]=O)/C(I)=C(/C)I)([PH2]=N)[C@@](CCC)(O[C@@](C)(C(F)(F)C(F)(F)C(F)(F)C(F)(F)F)S(=O)(=O)C(F)(F)F)[PH2]=O.COC(=O)OC.BrCCBr
E_HOMO ... -8.838 eV
Gap between HOMO and LUMO ... 0.32466 hartree

The geometry in ORCA input format:
```
! RIJCOSX wB97M-V def2-TZVPD def2/J DEFGRID3
* xyz 0 1
I -0.71 -4.55 2.95
I -4.26 -1.54 4.69
Br 0.47 5.70 -1.91
Br -1.57 3.70 -4.21
S -4.03 -3.92 1.39
S 1.15 -2.75 -0.54
P -3.74 -0.42 1.58
P 2.35 0.95 2.80
P -1.02 1.04 3.55
F 3.18 -2.67 -2.33
F 5.40 -5.34 1.67
F 1.32 -1.91 -3.04
F 3.24 -3.59 1.70
F 5.54 -6.48 -0.14
F 3.73 -4.72 -0.64
F 5.60 -4.11 -1.60
F 1.56 -4.01 -2.77
F 4.06 -1.59 2.04
F 5.91 -2.78 1.16
F 7.05 -5.05 0.34
F 5.16 -1.85 -0.66
O -2.89 7.31 -9.09
O -1.07 -1.30 1.90
O -0.02 -1.94 -0.75
O 2.95 1.08 4.14
O 1.08 -4.09 -0.05
O 1.50 -1.59 1.67
O -4.06 0.81 2.33
O -2.30 8.51 -7.27
O -2.12 6.36 -7.19
N 0.12 1.83 4.27
N -1.47 3.01 0.80
C 0.80 2.87 0.10
C -2.25 5.08 -7.80
C -2.48 7.39 -7.96
C 1.03 -1.09 3.98
C -4.75 -4.10 -0.26
C -2.71 -2.73 1.03
C 4.90 -2.81 0.25
C 5.76 -5.30 0.40
C -6.02 -3.29 -0.48
C -2.69 -2.30 3.51
C 2.69 -0.46 -0.26
C -2.08 -3.38 4.02
C -2.44 -1.66 2.13
C 2.11 -2.09 4.46
C -0.54 0.73 0.80
C -2.37 -3.99 5.37
C 0.96 4.90 -3.61
C 3.25 -1.55 5.32
C 4.96 -4.24 -0.41
C -2.66 9.70 -7.99
C -0.45 2.25 0.65
C 3.60 -2.45 1.09
C -0.38 -0.02 2.15
C 1.87 -2.84 -2.30
C 1.10 -0.48 2.55
C 2.31 -1.69 0.55
C -0.16 4.98 -4.61
H 1.64 2.05 2.35
H -1.76 -3.25 0.88
H -1.74 -4.86 5.55
H -2.18 -3.26 6.16
H -5.80 -2.22 -0.59
H 3.63 -2.34 5.97
H 1.57 -2.83 5.06
H 0.21 4.72 -5.60
H -0.63 5.95 -4.65
H -2.05 9.81 -8.88
H -3.71 9.68 -8.26
H -3.28 -0.16 0.28
H 3.33 0.68 1.85
H 3.70 -0.12 -0.02
H 2.93 -0.69 5.92
H 0.06 -1.59 4.05
H -4.94 -5.17 -0.40
H -1.56 0.49 0.48
H -6.51 -3.60 -1.41
H 1.24 3.88 -3.40
H -0.01 2.83 4.22
H -2.30 2.50 1.07
H -2.46 10.52 -7.30
H -6.73 -3.42 0.33
H 2.51 -2.67 3.63
H -1.68 0.08 4.32
H -1.61 5.01 -8.68
H 0.07 0.24 0.04
H -2.94 -2.24 0.08
H -2.02 1.80 2.98
H 2.02 0.37 -0.05
H 4.09 -1.19 4.72
H 0.81 3.93 0.30
H -3.28 4.88 -8.08
H 0.75 2.76 -1.00
H 1.01 -0.26 4.68
H -1.92 4.37 -7.05
H -4.80 -1.30 1.37
H -3.99 -3.82 -0.98
H 2.68 -0.65 -1.33
H -3.42 -4.30 5.43
H 1.73 2.39 0.41
H 1.83 5.46 -3.96
*
```

=====

[4]
# C27H43BrN2P2Sr

C27H43BrN2P2Sr as an isolated structure (ωB97M-V/def2-TZVPD, OMol25).

E_HOMO (spin up / spin down) ... -12.535 / -12.482 eV
Gap between HOMO and LUMO (spin up / spin down) ... 0.20386 / 0.19569 hartree
Energy relative to the best compared isomer or geometry (same formula, charge and spin) ... 0.000 eV

The geometry in ORCA input format:
```
! RIJCOSX wB97M-V def2-TZVPD def2/J DEFGRID3
* xyz 2 1
Sr 0.91 3.30 0.09
Br 0.92 -1.65 0.84
P 4.35 0.77 0.20
P -1.49 -3.02 -0.07
N 0.39 2.32 2.26
N -5.08 4.84 -1.88
C -1.39 -4.72 2.15
C -1.74 -0.19 -0.06
C -0.13 0.20 -2.29
C -0.64 -4.49 -2.30
C 4.13 -1.40 -1.59
C -0.72 1.34 -1.65
C 4.38 3.50 0.82
C 3.43 -0.12 -1.13
C -1.66 -3.27 1.72
C -1.62 1.08 -0.58
C -0.29 -4.15 -0.86
C -4.53 4.02 -2.77
C 0.09 2.01 3.35
C -0.33 -1.06 -1.82
C -0.25 1.60 4.69
C 3.87 -0.16 1.73
C -4.32 5.34 -0.90
C 3.48 2.34 0.40
C -2.35 4.14 -1.68
C -3.13 -3.38 -0.75
C -3.18 3.62 -2.70
C -4.35 -2.95 0.06
C -2.95 5.03 -0.77
C 5.02 -0.32 2.73
C -1.01 -1.30 -0.57
C -0.30 2.68 -2.05
C -0.90 3.88 -1.61
H 4.08 -2.19 -0.83
H -0.31 0.50 4.75
H 0.25 -4.90 -2.81
H -1.44 -5.25 -2.34
H -0.47 -5.09 1.70
H -1.23 2.02 4.98
H -2.33 -0.35 0.86
H -0.27 4.79 -1.52
H -2.65 -2.94 2.04
H 0.56 0.37 -3.12
H -3.14 -4.47 -0.91
H -0.94 -2.59 2.21
H 5.06 3.21 1.63
H -1.25 -4.77 3.24
H 2.68 2.16 1.15
H -0.26 -5.06 -0.24
H 3.53 -1.15 1.39
H 3.35 0.60 -1.96
H -5.24 -3.45 -0.36
H 5.26 0.62 3.24
H 0.70 -3.69 -0.77
H -2.18 1.92 -0.14
H -2.41 5.50 0.05
H -4.51 -1.87 -0.03
H 3.64 -1.78 -2.49
H 0.51 1.94 5.41
H 5.19 -1.22 -1.83
H 3.12 2.52 -0.65
H -4.81 6.03 -0.20
H -0.97 -3.61 -2.87
H 0.16 -1.90 -2.31
H -3.15 -2.91 -1.75
H 5.93 -0.70 2.26
H -2.80 2.94 -3.47
H 4.99 3.82 -0.03
H 3.01 0.35 2.19
H -5.18 3.65 -3.57
H 4.70 -1.04 3.49
H 0.45 2.75 -2.85
H 2.42 -0.35 -0.74
H -4.28 -3.21 1.12
H -2.21 -5.40 1.89
H 3.80 4.37 1.17
*
```

=====

[5]
# C27H43HoNOP2Si2

C27H43HoNOP2Si2 as an isolated structure (ωB97M-V/def2-TZVPD, OMol25).

E_HOMO (spin up / spin down) ... -8.212 / -8.973 eV
Gap between HOMO and LUMO (spin up / spin down) ... 0.16234 / 0.19034 hartree
Energy relative to the best compared isomer or geometry (same formula, charge and spin) ... 1.588 eV

The geometry in ORCA input format:
```
! RIJCOSX wB97M-V def2-TZVPD def2/J DEFGRID3
* xyz 1 5
Ho 0.13 -0.35 1.26
P -2.78 -0.05 -0.21
P -0.70 -2.92 -0.02
Si 0.78 2.97 1.54
Si 2.73 0.32 2.32
O -2.08 -1.55 3.39
N -0.74 -1.17 -3.58
C -4.16 -0.95 0.61
C -0.49 2.48 -3.40
C -0.53 -3.56 -1.76
C -2.42 0.52 -2.97
C -3.34 1.66 0.10
C -2.30 -3.79 0.34
C 3.02 -2.43 -2.44
C 1.95 4.26 2.26
C -1.40 -1.07 2.58
C -3.31 -0.29 -1.99
C -2.79 1.83 -3.30
C 4.56 0.71 2.33
C 2.42 -1.47 1.76
C -1.07 0.11 -3.31
C -0.57 2.62 2.82
C 1.90 -3.31 -2.32
C 0.37 -4.10 0.78
C -0.09 1.14 -3.25
C 0.06 3.63 -0.06
C -1.80 2.79 -3.62
C 2.80 -1.08 -2.55
C 1.77 1.37 0.97
C 1.29 0.77 -3.25
C 0.45 -1.51 -3.03
C 0.60 -2.82 -2.46
C 1.52 -0.58 -2.85
C 2.15 0.49 4.11
H -1.48 2.19 2.36
H 3.26 -2.05 2.17
H -3.87 2.12 -3.31
H 0.81 3.61 -0.87
H -2.10 -4.87 0.41
H 2.42 -1.62 0.66
H 1.40 -3.97 0.48
H 5.07 0.19 1.50
H -3.25 1.91 1.16
H 1.96 1.54 4.39
H -3.90 -1.12 1.66
H 1.50 -1.93 2.20
H -1.46 -3.40 -2.34
H 0.08 -5.12 0.52
H -0.23 1.97 3.64
H 0.80 1.15 0.28
H 2.56 1.74 0.31
H -0.84 3.63 3.21
H -2.77 2.38 -0.48
H -2.73 -3.41 1.28
H 2.37 3.96 3.22
H -2.10 3.76 -4.00
H -3.24 -1.37 -2.25
H 4.05 -2.82 -2.45
H 0.30 3.20 -3.52
H -4.33 -1.90 0.09
H 2.80 4.46 1.60
H -0.83 3.07 -0.38
H 2.12 -4.39 -2.15
H -5.06 -0.31 0.52
H -3.02 -3.62 -0.48
H 4.72 1.79 2.19
H 0.34 -3.99 1.87
H 2.95 0.08 4.76
H -0.27 4.67 0.12
H 3.60 -0.35 -2.58
H -4.39 1.74 -0.20
H -0.31 -4.66 -1.72
H 5.02 0.38 3.28
H 1.23 -0.07 4.33
H 1.40 5.21 2.40
H 1.91 1.48 -2.60
H -4.39 0.07 -2.06
*
```

=====

Calculated values (Eh) of E_tot for the records, taken in order: -2134.015402, -2007.475057, -10603.371137, -4450.989292, -3393.994308.